No. 1
{"formula": "C3H10NO", "method": "ωB97M-V/def2-TZVPD", "charge": 1, "spin_multiplicity": 1, "symbols": ["C", "N", "H", "H", "H", "H", "H", "H", "O", "C", "C", "H", "H", "H", "H"], "coordinates": [[-1.8140, 1.6735, -0.6938], [-0.3204, 1.5750, -0.6591], [-2.2068, 0.6706, -0.8041], [-2.0875, 2.1140, 0.2637], [-2.0986, 2.3467, -1.4968], [0.0616, 1.3322, -1.5732], [-0.0024, 0.8710, 0.0036], [0.1130, 2.4458, -0.3463], [-0.2777, -0.7127, 0.6211], [0.6095, -1.3715, 1.1452], [1.6198, -2.1974, 0.4443], [0.6345, -1.4339, 2.2371], [1.2397, -3.1989, 0.2323], [2.4824, -2.2787, 1.1008], [2.0467, -1.8358, -0.4747]], "forces_ev_per_a": [[0.4, 0.3, 0.5], [0.4, 0.9, -0.4], [-0.1, 0.0, 0.0], [-0.3, -0.2, -0.1], [-0.1, -0.2, -0.1], [0.0, 0.0, 0.0], [-0.3, -0.8, 0.2], [-0.2, 0.2, -0.3], [0.7, -0.1, 0.2], [-0.8, -0.2, -0.4], [0.9, -0.1, 0.3], [0.0, 0.0, 0.2], [-0.2, 0.0, 0.3], [0.0, -0.4, 0.3], [-0.4, 0.6, -0.6]], "nbo_charge": [-0.411, -0.671, 0.250, 0.234, 0.235, 0.434, 0.463, 0.430, -0.626, 0.499, -0.751, 0.142, 0.280, 0.246, 0.245]}

***

No. 2
{"formula": "C3H10NO", "method": "ωB97M-V/def2-TZVPD", "charge": 1, "spin_multiplicity": 1, "symbols": ["C", "C", "C", "N", "H", "H", "H", "H", "H", "H", "H", "H", "H", "H", "O"], "coordinates": [[2.6449, -0.0398, 1.1521], [1.2764, -0.2214, 0.6624], [0.7820, 0.5097, -0.3136], [-0.5730, 0.3181, -0.9121], [2.8544, -0.1272, 2.2192], [3.3279, -0.7826, 0.7324], [2.9848, 0.9617, 0.8926], [0.6028, -0.9871, 1.0354], [1.2414, 1.3513, -0.8196], [-1.2507, 0.9109, -0.4913], [-0.4724, 0.3907, -1.9238], [-0.8596, -0.6447, -0.7643], [-3.5930, -0.7571, -1.1100], [-3.8327, -0.4057, 0.3493], [-3.1679, -0.4169, -0.3313]], "forces_ev_per_a": [[1.3, 0.4, 0.5], [-1.1, -0.4, -0.3], [-0.1, 1.1, -0.8], [2.0, -1.7, 0.1], [-0.8, -0.1, 0.1], [-0.1, 0.1, -0.3], [0.2, -0.1, -0.2], [0.3, -0.3, 0.3], [0.4, -0.1, 0.3], [-1.1, 0.8, 0.0], [-0.4, 0.6, 0.0], [-0.5, -0.2, 0.3], [-0.5, -0.3, -0.5], [-0.5, 0.0, 0.4], [0.9, 0.3, 0.0]], "nbo_charge": [-0.668, -0.104, -0.100, -0.676, 0.258, 0.257, 0.234, 0.217, 0.220, 0.461, 0.444, 0.451, 0.490, 0.501, -0.986]}

***

No. 3
{"formula": "C3H10NO", "method": "ωB97M-V/def2-TZVPD", "charge": 1, "spin_multiplicity": 1, "symbols": ["C", "C", "C", "O", "N", "H", "H", "H", "H", "H", "H", "H", "H", "H", "H"], "coordinates": [[-2.2068, -0.3845, 0.2126], [0.9203, 0.3607, -1.3545], [1.5839, 0.6833, -0.1424], [0.8556, 0.2447, 1.3600], [-0.9766, -0.9576, -0.2751], [-2.0747, 0.6096, 0.6541], [-2.9572, -0.3160, -0.5715], [1.3264, -0.4582, -1.9443], [0.4340, 1.1634, -1.9011], [2.4413, 0.0985, 0.1704], [1.4683, 1.6857, 0.2527], [1.4500, 0.4836, 2.0912], [-2.6159, -1.0626, 0.9654], [-0.5365, -0.5482, -1.1331], [-0.2291, -0.8185, 0.4276]], "forces_ev_per_a": [[-0.5, 0.7, -0.5], [-0.7, -0.1, -0.3], [-0.4, 0.0, 5.6], [-0.5, -0.3, -2.2], [1.4, 0.7, 0.4], [0.0, -0.2, 0.2], [0.1, 0.0, -0.1], [-0.4, -0.2, 0.1], [-0.2, -0.1, 0.1], [0.7, 0.4, -1.1], [0.9, 0.6, -1.2], [0.3, 0.1, -0.4], [0.3, 0.0, 0.2], [-0.6, -0.5, -1.0], [-0.5, -0.9, 0.4]], "nbo_charge": [-0.457, -0.086, -0.230, -0.714, -0.528, 0.227, 0.228, 0.250, 0.250, 0.272, 0.275, 0.506, 0.263, 0.332, 0.411]}

***

No. 4
{"formula": "C3H10NO2", "method": "ωB97M-V/def2-TZVPD", "charge": -1, "spin_multiplicity": 1, "symbols": ["C", "O", "C", "C", "N", "H", "H", "H", "H", "H", "H", "H", "H", "H", "H", "O"], "coordinates": [[0.8758, -0.4970, -0.9137], [1.1688, 0.8595, -0.8592], [-0.4453, -0.8932, -0.0282], [-1.6030, -0.1603, -0.6161], [-0.4161, -0.5523, 1.4781], [0.5705, -0.6503, -1.9167], [1.6806, -1.0864, -0.5159], [-0.5874, -2.0204, -0.0545], [-1.3961, 0.7947, -1.1428], [-2.5958, -0.1464, -0.1346], [-2.0222, -0.7125, -1.5430], [0.2005, 0.2888, 1.4716], [0.2672, -1.1860, 1.9565], [1.1521, 1.3379, 0.1757], [1.7010, 2.7740, 1.3014], [1.4494, 1.8500, 1.3414]], "forces_ev_per_a": [[-2.0, 1.5, 2.5], [-0.5, 0.0, 0.1], [0.9, -0.7, 1.2], [-2.6, -0.6, -3.5], [2.3, 0.0, -1.2], [0.1, -1.1, -1.3], [0.7, -0.8, -0.2], [0.0, 1.2, -0.3], [0.3, -0.2, 1.2], [0.9, 0.4, 0.9], [1.1, 0.1, 0.8], [-0.9, 0.2, 0.5], [-0.8, 0.2, -0.7], [1.0, 0.0, -0.2], [-0.1, 0.0, -0.1], [-0.3, -0.2, 0.3]], "nbo_charge": [-0.053, -0.841, -0.084, -0.635, -0.870, 0.145, 0.130, 0.152, 0.231, 0.206, 0.174, 0.408, 0.326, 0.493, 0.429, -1.210]}

***

No. 5
{"formula": "C3H10NO2", "method": "ωB97M-V/def2-TZVPD", "charge": -1, "spin_multiplicity": 1, "symbols": ["C", "N", "C", "C", "O", "H", "H", "H", "H", "H", "H", "H", "H", "H", "H", "O"], "coordinates": [[-0.0096, -1.3322, -0.5390], [0.4509, -0.0196, 0.0234], [-0.6940, 0.8773, 0.1079], [-0.9498, 1.5517, -1.3275], [0.2602, 1.8999, -1.8295], [0.1395, -2.1442, 0.1866], [0.5302, -1.6124, -1.4456], [-1.0671, -1.2233, -0.8062], [1.0524, 0.4058, -0.6865], [-0.3204, 1.7160, 0.6984], [-1.6322, 0.4805, 0.4987], [-1.6272, 2.4213, -1.1560], [-1.5947, 0.9082, -1.9496], [1.4226, -1.8050, 2.3131], [2.0176, -0.5832, 2.8984], [2.0217, -1.5408, 3.0133]], "forces_ev_per_a": [[0.3, 0.8, 0.3], [-0.6, -2.1, 0.1], [0.4, 1.8, -1.4], [1.1, 0.4, 1.0], [-0.4, -0.2, -0.4], [-0.3, 0.0, -0.1], [0.1, 0.1, 0.0], [0.1, -0.5, 0.0], [-0.3, 0.5, -0.1], [-0.5, 0.1, 0.3], [0.3, -0.5, 0.4], [-0.1, 0.1, 0.3], [0.0, -0.7, -0.4], [-0.2, -0.1, -0.3], [0.1, 0.0, 0.0], [0.0, 0.2, 0.2]], "nbo_charge": [-0.423, -0.686, -0.271, -0.037, -0.968, 0.150, 0.182, 0.180, 0.404, 0.175, 0.153, 0.076, 0.069, 0.477, 0.476, -0.957]}

***

No. 6
{"formula": "C3H10NO2", "method": "ωB97M-V/def2-TZVPD", "charge": 1, "spin_multiplicity": 1, "symbols": ["O", "C", "O", "H", "H", "C", "N", "C", "H", "H", "H", "H", "H", "H", "H", "H"], "coordinates": [[-1.2200, 0.7831, 0.8112], [-1.6864, 1.5266, 1.6562], [-2.9651, 1.6189, 1.9408], [-1.0104, 1.9819, 2.3826], [-3.4914, 1.4768, 1.1377], [0.9903, 0.4312, -1.3346], [0.9572, -0.4305, -0.1508], [0.9229, -1.9102, -0.4805], [0.6337, 1.4370, -1.1541], [1.9549, 0.4566, -1.8298], [0.2458, 0.0253, -2.0205], [0.0445, -0.2744, 0.3261], [1.7518, -0.3524, 0.4745], [-0.0897, -2.2734, -0.4944], [1.5828, -2.4620, 0.1824], [1.3793, -2.0345, -1.4468]], "forces_ev_per_a": [[-0.5, 0.7, -0.4], [0.7, -1.8, 0.6], [0.1, 1.1, -0.4], [-0.4, 0.5, 0.1], [-0.1, -0.5, 0.1], [-0.6, 0.3, -1.1], [-0.6, -1.8, 0.2], [1.0, 0.1, -0.5], [0.2, 0.1, 0.6], [0.1, -0.2, 0.2], [0.2, -0.1, -0.1], [0.8, 0.8, 0.3], [-0.1, 0.8, 0.2], [-0.3, -0.1, 0.1], [-0.4, 0.0, 0.4], [-0.1, 0.0, -0.5]], "nbo_charge": [-0.685, 0.694, -0.629, 0.144, 0.513, -0.432, -0.518, -0.423, 0.247, 0.239, 0.230, 0.485, 0.433, 0.238, 0.237, 0.228]}

***

No. 7
{"formula": "C3H10NO2", "method": "ωB97M-V/def2-TZVPD", "charge": 1, "spin_multiplicity": 1, "symbols": ["O", "C", "C", "C", "N", "H", "H", "H", "H", "H", "H", "H", "H", "H", "H", "O"], "coordinates": [[-2.0226, -1.7807, -0.7386], [-1.7961, -0.6177, -0.8536], [-0.7862, 0.1969, -0.0611], [-0.7385, 1.6911, -0.4930], [0.5318, -0.4475, -0.2333], [-2.2690, -0.0387, -1.7005], [-1.1916, 0.1970, 0.9502], [0.2491, 1.9704, -0.1188], [-0.8176, 1.8327, -1.5704], [-1.4493, 2.3876, -0.0544], [0.2901, -1.3956, 0.1074], [0.9315, -0.4539, -1.1711], [1.2567, -0.1948, 0.4802], [3.2892, -1.0614, 1.4417], [2.1305, -1.4632, 2.3349], [2.3919, -0.8221, 1.6805]], "forces_ev_per_a": [[0.5, -0.4, 0.7], [-0.7, 0.8, -2.1], [-1.7, 2.2, -0.8], [0.9, -0.7, 0.2], [-0.4, -1.2, 2.2], [0.0, -0.2, 0.7], [0.9, -0.5, 0.5], [0.0, 0.7, -0.4], [0.3, -0.2, -0.1], [-0.3, -0.5, 0.3], [0.7, -0.2, -0.9], [-0.3, 0.0, -0.1], [-0.1, 0.2, -0.3], [0.3, 0.0, 0.0], [-0.1, -0.3, 0.6], [-0.1, 0.3, -0.4]], "nbo_charge": [-0.452, 0.417, -0.182, -0.631, -0.696, 0.135, 0.263, 0.221, 0.233, 0.264, 0.454, 0.448, 0.485, 0.506, 0.501, -0.967]}

***

No. 8
{"formula": "C3H10NO2", "method": "ωB97M-V/def2-TZVPD", "charge": 1, "spin_multiplicity": 1, "symbols": ["C", "C", "C", "N", "O", "O", "H", "H", "H", "H", "H", "H", "H", "H", "H", "H"], "coordinates": [[-0.5375, 0.3867, 2.3025], [0.8648, 0.5846, 2.0833], [0.0782, -0.5243, -1.0280], [0.2231, 0.4119, -2.4354], [-1.0821, -0.0786, -0.4893], [0.1154, -1.8611, -1.3810], [-0.6982, -0.4844, 3.1262], [-1.1111, 1.3902, 2.5850], [-0.8511, 0.0894, 1.2927], [1.5379, -0.1849, 1.6099], [1.3708, 1.4805, 2.2422], [-0.3551, 1.1911, -2.1179], [-0.0828, -0.1287, -3.2259], [1.2329, 0.5634, -2.5745], [-1.7097, -0.7656, -0.7099], [1.0044, -2.0702, -1.2797]], "forces_ev_per_a": [[-1.3, 0.6, 2.1], [1.3, -1.8, -1.4], [0.3, 0.5, -0.5], [1.1, -1.3, 2.0], [0.9, -0.9, -1.3], [-2.7, 2.6, 0.2], [0.0, 1.8, -2.0], [1.3, -2.3, -0.3], [-0.8, -0.4, 0.7], [-1.0, 0.5, 0.9], [0.6, 1.6, 0.3], [0.4, 0.3, -0.9], [-0.8, 0.0, -0.5], [-0.7, 0.7, 0.2], [-1.3, -0.5, 0.3], [2.7, -1.3, 0.2]], "nbo_charge": [-0.747, -0.125, 0.542, -0.796, -0.693, -0.695, 0.276, 0.246, 0.282, 0.187, 0.186, 0.455, 0.431, 0.442, 0.504, 0.507]}

***

For reference, ΔE to the lowest compared entry with this formula, charge and spin by record: 39.48, 67.06, 591.13, 101.67, 129.07, 65.54, 134.93, 587.25 kJ/mol.